Entry from the OMol25 dataset: the molecule ClNO3 (ωB97M-V/def2-TZVPD).

Atoms and positions in Å:
O1 -1.2483 0.1736 0.4475
N1 -0.0954 0.4070 0.4645
O2 0.5748 0.9731 1.2678
O3 0.6844 0.0446 -0.5758
Cl1 0.0846 -1.5984 -1.6040

Its SMILES is O=[N+]([O-])OCl. The calculation puts the HOMO energy (spin up / spin down) at -12.045 / -12.046 eV. Its frontier orbital gap (spin up / spin down) is 0.3100 / 0.3100 Ha. The value obtained for the energy relative to the best compared isomer or geometry (same formula, charge and spin) is 19.6 kcal/mol.

Atom charges from the Löwdin analysis, given in e for atoms 1 to 4:
1 O 0.1146
2 N -0.5474
3 O 0.1502
4 O -0.2406